Entry 1:
The following is a quantum chemistry calculation of ArH26O13 as an isolated structure, from the Open Molecules 2025 dataset.

Properties
- Kohn-Sham gap (eV) = 9.27
- calculated total energy (a.u.) = -1521.19686
- M (g mol⁻¹) = 274.14
- multiplicity = 1
- energy relative to the best compared isomer or geometry (same formula, charge and spin) (kcal per mole) = 38.0
- LUMO energy (eV) = -1.0
- net charge = 0

Geometry as XYZ:
```
40
Properties=species:S:1:pos:R:3:mulliken_charge:R:1
Ar -0.16 0.09 -0.15 0.054
O 3.58 0.50 0.54 -0.685
H 3.01 -0.24 0.75 0.408
H 4.44 0.24 0.89 0.295
O 0.57 0.11 3.24 -0.636
H -0.13 -0.30 2.73 0.374
H 1.08 -0.63 3.57 0.268
O -3.48 -0.78 -0.02 -0.643
H -4.21 -1.06 -0.58 0.314
H -3.79 -0.94 0.87 0.228
O -1.58 -1.68 2.44 -0.618
H -2.47 -1.32 2.38 0.249
H -1.44 -1.81 3.37 0.312
O -1.75 -2.28 -1.76 -0.625
H -1.47 -3.00 -1.19 0.291
H -2.25 -1.70 -1.19 0.317
O -1.83 0.24 -3.50 -0.597
H -1.67 -0.49 -2.91 0.330
H -2.76 0.44 -3.38 0.304
O 1.80 -0.70 -2.85 -0.626
H 2.06 -1.47 -2.34 0.369
H 1.92 0.04 -2.25 0.271
O 0.21 3.88 0.50 -0.670
H 1.08 3.48 0.53 0.349
H -0.37 3.24 0.91 0.290
O -1.16 3.93 -1.98 -0.611
H -0.48 3.75 -1.33 0.317
H -0.78 3.63 -2.81 0.329
O -3.06 1.89 -0.55 -0.641
H -2.18 1.83 -0.92 0.265
H -3.29 0.98 -0.33 0.452
O 2.01 2.27 2.15 -0.677
H 1.37 1.59 2.34 0.337
H 2.71 1.82 1.67 0.405
O 2.27 -2.03 1.10 -0.615
H 1.85 -2.20 1.95 0.203
H 3.20 -2.00 1.29 0.327
O 2.16 -3.14 -1.37 -0.694
H 3.01 -3.55 -1.21 0.278
H 2.00 -2.62 -0.59 0.402
```

***

Entry 2:
The following is a quantum chemistry calculation of As6CuF36 as an isolated structure in a non-equilibrium geometry, from the Open Molecules 2025 dataset.

Properties
- Kohn-Sham gap (spin up / spin down) (eV) = 11.95 / 9.35
- calculated total energy (a.u.) = -18651.04670
- M (g mol⁻¹) = 1197.01
- multiplicity = 2
- energy relative to the best compared isomer or geometry (same formula, charge and spin) (kcal per mole) = 15.5
- LUMO energy (spin up / spin down) (eV) = 9.2 / 6.6
- net charge = -4

Geometry as XYZ:
```
43
Properties=species:S:1:pos:R:3:mulliken_spin:R:1
Cu -17.51 7.36 -1.51 0.933
As -14.59 6.03 -1.28 0.000
F -13.75 5.18 0.02 0.000
F -13.24 5.84 -2.35 0.000
F -15.52 6.96 -2.47 0.000
F -16.09 6.15 -0.33 0.004
F -13.96 7.51 -0.63 0.000
F -15.21 4.52 -1.86 0.000
As -18.27 5.43 -4.78 0.002
F -19.87 5.99 -5.22 0.001
F -18.28 6.30 -3.23 0.017
F -16.64 4.83 -4.48 0.000
F -18.26 4.50 -6.28 0.000
F -17.59 6.83 -5.53 0.001
F -18.91 4.06 -3.91 0.001
As -16.72 10.44 -3.67 0.001
F -16.09 11.75 -4.68 0.000
F -16.23 9.23 -4.79 0.000
F -17.42 9.10 -2.64 0.004
F -17.14 11.57 -2.44 0.000
F -18.26 10.61 -4.43 0.000
F -15.16 10.28 -2.88 0.000
As -19.14 4.54 0.83 0.000
F -17.48 4.25 1.19 0.000
F -19.14 3.22 -0.30 0.000
F -20.81 4.82 0.42 0.000
F -19.23 5.86 1.99 0.000
F -18.63 5.68 -0.46 0.001
F -19.63 3.49 2.17 0.000
As -16.60 9.58 1.50 0.002
F -17.85 10.77 1.19 0.001
F -15.81 10.69 2.64 0.000
F -15.38 8.41 1.84 0.001
F -17.34 8.44 0.27 0.025
F -15.70 10.31 0.21 0.000
F -17.70 8.84 2.65 0.002
As -21.16 8.48 -1.71 0.000
F -19.51 7.99 -1.25 0.003
F -21.66 6.80 -1.84 0.000
F -22.79 9.00 -2.10 0.000
F -20.69 10.16 -1.68 0.000
F -20.68 8.40 -3.38 0.000
F -21.59 8.47 -0.02 0.000
```

***

Entry 3:
The following is a quantum chemistry calculation of AsBH11INO4P as an isolated structure in a non-equilibrium geometry, from the Open Molecules 2025 dataset.

Properties
- Kohn-Sham gap (eV) = 5.62
- calculated total energy (a.u.) = -3261.95708
- M (g mol⁻¹) = 332.70
- multiplicity = 1
- LUMO energy (eV) = -1.2
- net charge = 0

Geometry as XYZ:
```
20
Properties=species:S:1:pos:R:3:mulliken_charge:R:1
O -1.52 2.33 -2.03 -0.538
B -0.45 1.48 -1.78 0.461
O 0.38 1.20 -2.84 -0.506
O -0.31 1.01 -0.55 -0.269
As 1.04 -0.31 -0.16 -0.338
P 1.59 0.85 1.87 0.094
O 2.12 2.27 1.28 -0.384
I -0.61 1.34 2.91 -0.244
H -1.52 2.99 -1.33 0.282
H 0.65 2.04 -3.23 0.277
H 2.18 0.53 -0.84 0.089
H 2.06 -1.44 0.25 0.153
H -0.10 -1.10 0.68 -0.305
H 0.69 -1.10 -1.45 0.121
H 2.19 2.20 0.31 0.277
N -1.69 -2.87 1.38 -0.567
H -2.24 -3.51 1.94 0.395
H -2.27 -2.42 0.67 0.354
H -1.28 -2.12 1.97 0.268
H -0.92 -3.36 0.93 0.381
```

***

Entry 4:
The following is a quantum chemistry calculation of AsF6H10MgO5 as an isolated structure in a non-equilibrium geometry, from the Open Molecules 2025 dataset.

Properties
- Kohn-Sham gap (eV) = 2.89
- calculated total energy (a.u.) = -3416.94018
- M (g mol⁻¹) = 303.29
- multiplicity = 1
- LUMO energy (eV) = -10.1
- net charge = +1

Geometry as XYZ:
```
23
Properties=species:S:1:pos:R:3:mulliken_charge:R:1
Mg -19.12 20.05 -14.05 1.709
As -22.79 23.68 -16.95 1.976
F -22.94 22.38 -18.26 -0.521
F -23.94 24.65 -17.83 -0.449
F -22.72 24.92 -15.62 -0.500
F -21.45 22.78 -16.20 -0.538
F -21.53 24.54 -17.87 -0.482
F -23.95 22.76 -15.98 -0.472
O -17.22 19.14 -16.63 -0.574
H -16.34 18.77 -16.59 0.317
H -17.49 19.04 -17.54 0.325
O -21.80 17.86 -14.40 -0.594
H -22.69 18.01 -14.10 0.334
H -21.67 16.92 -14.33 0.328
O -17.70 17.72 -11.72 -0.595
H -17.58 17.65 -10.78 0.314
H -17.45 16.86 -12.06 0.327
O -20.98 21.17 -10.86 -0.603
H -21.13 20.58 -10.12 0.319
H -21.22 22.04 -10.53 0.324
O -16.75 22.38 -13.11 -0.588
H -16.65 23.31 -12.93 0.315
H -16.01 21.96 -12.68 0.330
```

***

Entry 5:
The following is a quantum chemistry calculation of AsF6H16O8 as an isolated structure in a non-equilibrium geometry, from the Open Molecules 2025 dataset.

Properties
- Kohn-Sham gap (eV) = 10.60
- calculated total energy (a.u.) = -3446.73577
- M (g mol⁻¹) = 333.03
- multiplicity = 1
- energy relative to the best compared isomer or geometry (same formula, charge and spin) (kcal per mole) = 5.9
- LUMO energy (eV) = 2.6
- net charge = -1

Geometry as XYZ:
```
31
Properties=species:S:1:pos:R:3:mulliken_charge:R:1
As 0.50 0.29 0.31 2.051
F 0.39 -1.44 0.08 -0.516
F 1.38 0.40 -1.17 -0.550
F 0.70 1.95 0.68 -0.473
F -0.46 0.01 1.73 -0.406
F 1.96 -0.04 1.21 -0.615
F -0.94 0.59 -0.62 -0.518
O -2.80 -0.10 3.22 -0.693
H -3.04 -1.02 3.09 0.292
H -2.07 0.03 2.60 0.443
O -2.30 1.46 -2.81 -0.608
H -2.69 2.15 -3.35 0.266
H -2.33 1.80 -1.91 0.300
O -3.36 -1.14 -0.01 -0.629
H -4.01 -0.47 -0.22 0.298
H -2.51 -0.74 -0.25 0.339
O 0.88 0.95 4.17 -0.632
H 1.17 1.36 3.35 0.293
H 1.56 0.29 4.35 0.311
O 4.15 -0.60 -0.56 -0.662
H 4.44 -1.48 -0.35 0.297
H 3.33 -0.50 -0.05 0.383
O 0.95 2.85 -2.40 -0.606
H 0.86 1.89 -2.31 0.360
H 0.84 3.02 -3.33 0.278
O 2.08 -3.28 1.73 -0.658
H 1.75 -4.03 1.23 0.304
H 1.43 -2.59 1.58 0.325
O -0.63 -0.69 -3.69 -0.660
H -1.20 -0.01 -3.32 0.357
H -0.05 -0.94 -2.97 0.328
```

***

Entry 6:
The following is a quantum chemistry calculation of AsF6H28O14 as an isolated structure in a non-equilibrium geometry, from the Open Molecules 2025 dataset.

Properties
- Kohn-Sham gap (eV) = 10.14
- calculated total energy (a.u.) = -3905.37571
- M (g mol⁻¹) = 441.12
- multiplicity = 1
- energy relative to the best compared isomer or geometry (same formula, charge and spin) (kcal per mole) = 21.0
- LUMO energy (eV) = 2.3
- net charge = -1

Geometry as XYZ:
```
49
Properties=species:S:1:pos:R:3:mulliken_charge:R:1
As 0.07 0.04 -0.48 2.092
F 1.43 -0.82 0.19 -0.546
F -0.92 -0.20 0.95 -0.452
F -1.30 0.67 -1.39 -0.520
F 1.02 0.30 -1.95 -0.521
F -0.38 -1.53 -1.16 -0.429
F 0.60 1.57 0.16 -0.347
O 0.37 -4.84 -0.09 -0.680
H -0.01 -4.84 -0.99 0.438
H 0.53 -3.90 0.09 0.292
O 1.28 3.08 -2.58 -0.638
H 0.65 2.38 -2.39 0.293
H 2.13 2.71 -2.36 0.311
O -3.54 -1.93 2.03 -0.595
H -3.22 -1.24 2.63 0.290
H -4.31 -2.29 2.48 0.265
O 0.98 -1.17 -4.62 -0.658
H 0.28 -1.17 -5.28 0.299
H 0.61 -0.70 -3.87 0.330
O 0.44 4.99 -0.17 -0.659
H 0.79 5.20 -1.05 0.305
H 0.55 4.04 -0.09 0.360
O -0.94 -4.43 -2.48 -0.727
H -0.43 -4.58 -3.28 0.329
H -0.99 -3.46 -2.40 0.340
O 3.22 -3.60 1.35 -0.671
H 2.38 -3.13 1.50 0.310
H 3.19 -3.86 0.43 0.318
O -3.73 0.07 -0.08 -0.681
H -3.20 0.30 -0.85 0.354
H -3.17 -0.52 0.43 0.280
O -1.55 0.78 4.13 -0.648
H -1.71 -0.13 3.87 0.272
H -0.80 1.06 3.59 0.351
O 3.46 0.69 1.80 -0.664
H 3.23 0.07 1.09 0.273
H 4.21 1.19 1.45 0.303
O -1.12 3.00 1.73 -0.612
H -1.54 2.54 1.00 0.356
H -0.25 2.59 1.80 0.225
O 1.50 2.48 2.83 -0.608
H 1.80 3.36 3.10 0.291
H 2.30 2.01 2.54 0.350
O -1.69 3.23 -3.42 -0.620
H -1.63 4.19 -3.45 0.304
H -1.97 3.04 -2.52 0.304
O 0.63 -2.77 1.91 -0.685
H 0.84 -1.96 1.40 0.489
H -0.11 -2.52 2.47 0.240
```

***

Entry 7:
The following is a quantum chemistry calculation of AsF6H30O15 as an isolated structure, from the Open Molecules 2025 dataset.

Properties
- Kohn-Sham gap (eV) = 10.25
- calculated total energy (a.u.) = -3981.86732
- M (g mol⁻¹) = 459.14
- multiplicity = 1
- energy relative to the best compared isomer or geometry (same formula, charge and spin) (kcal per mole) = 0.0
- LUMO energy (eV) = 2.4
- net charge = -1

Geometry as XYZ:
```
52
Properties=species:S:1:pos:R:3:mulliken_charge:R:1
As 0.00 -0.08 0.23 2.347
F 1.33 1.03 0.47 -0.427
F -1.20 1.14 0.09 -0.543
F -1.20 -1.34 0.04 -0.386
F 1.20 -1.35 0.28 -0.237
F -0.29 -0.07 1.92 -0.599
F 0.29 -0.02 -1.50 -0.521
O -1.96 0.33 -3.34 -0.685
H -1.03 0.41 -3.08 0.294
H -2.35 1.17 -3.02 0.409
O 1.26 3.85 0.64 -0.716
H 1.41 2.88 0.56 0.387
H 0.29 3.96 0.58 0.380
O 3.90 -0.60 1.39 -0.705
H 3.09 -0.31 0.93 0.286
H 4.38 0.21 1.57 0.272
O 3.39 0.12 -1.47 -0.667
H 2.49 -0.09 -1.74 0.254
H 3.73 -0.72 -1.11 0.379
O -1.54 4.30 0.32 -0.634
H -1.73 5.25 0.31 0.231
H -2.42 3.88 0.47 0.370
O 1.22 2.86 -2.64 -0.631
H 2.09 3.08 -2.29 0.328
H 1.13 1.91 -2.48 0.282
O -4.04 2.70 0.55 -0.735
H -4.02 2.35 -0.35 0.367
H -3.56 2.02 1.09 0.379
O 3.95 -2.68 -0.87 -0.705
H 3.23 -3.30 -0.73 0.302
H 4.36 -2.57 0.01 0.323
O -0.75 -2.81 3.83 -0.639
H -0.04 -2.18 3.98 0.324
H -0.49 -3.26 3.00 0.330
O 2.17 -2.45 2.85 -0.686
H 1.54 -2.69 2.14 0.233
H 2.87 -1.98 2.38 0.379
O -3.51 -2.96 -0.23 -0.676
H -2.69 -2.60 0.14 0.412
H -3.44 -2.80 -1.17 0.301
O 0.13 -3.86 1.15 -0.676
H -0.09 -4.77 0.91 0.245
H 0.04 -3.35 0.33 0.243
O -2.50 1.67 2.64 -0.729
H -1.64 1.51 2.20 0.329
H -2.64 0.87 3.17 0.325
O -2.68 2.80 -2.18 -0.655
H -1.89 3.17 -1.73 0.314
H -3.15 3.57 -2.51 0.278
O 0.51 -3.03 -2.33 -0.620
H -0.15 -2.34 -2.25 0.272
H 0.97 -2.85 -3.16 0.298
```

***

Entry 8:
The following is a quantum chemistry calculation of B2CdH28O14P as an isolated structure in a non-equilibrium geometry, from the Open Molecules 2025 dataset.

Properties
- Kohn-Sham gap (spin up / spin down) (eV) = 6.15 / 5.99
- calculated total energy (a.u.) = -1628.77048
- M (g mol⁻¹) = 417.22
- multiplicity = 2
- LUMO energy (spin up / spin down) (eV) = 4.1 / 4.1
- net charge = -2

Geometry as XYZ:
```
46
Properties=species:S:1:pos:R:3:mulliken_spin:R:1
Cd -1.55 -0.86 0.04 0.011
P -2.66 -2.49 -1.61 -0.061
O -2.87 -2.19 -3.13 0.739
O -2.72 -3.99 -1.67 0.123
O -3.25 -1.66 -0.51 0.003
O -1.27 -1.89 -1.61 0.191
B 1.06 -0.55 -3.42 0.004
H 2.10 -0.28 -3.47 0.000
H 0.99 -1.61 -3.24 -0.002
H 0.56 -0.02 -2.62 -0.002
H 0.45 -0.42 -4.30 -0.001
B 0.33 0.18 0.76 -0.006
H 1.35 -0.05 1.03 0.000
H 0.14 1.23 0.67 0.000
H 0.17 -0.21 -0.23 0.000
H -0.37 -0.32 1.41 0.001
O -1.99 0.77 -1.05 0.002
H -2.14 0.91 -1.99 0.000
H -2.62 1.35 -0.62 -0.001
O -0.74 2.94 3.17 0.000
H -0.24 3.39 2.49 0.000
H -0.14 2.28 3.51 0.000
O -0.69 -2.62 1.15 0.001
H -0.48 -3.52 0.89 0.000
H -0.10 -2.44 1.88 -0.001
O -2.82 -0.30 1.74 0.000
H -2.62 -0.81 2.52 0.000
H -3.78 -0.31 1.69 0.000
O 0.13 2.39 -1.78 0.000
H 0.83 1.74 -1.89 0.000
H -0.30 2.14 -0.97 0.000
O -2.81 2.95 0.95 0.000
H -1.98 3.07 1.42 0.000
H -3.44 2.76 1.64 0.000
O 3.74 1.19 1.22 0.000
H 4.20 1.16 0.38 0.000
H 3.13 0.45 1.20 0.000
O 2.00 -1.75 -1.05 0.000
H 1.94 -1.61 -1.99 0.001
H 1.46 -1.06 -0.66 -0.001
O 1.51 1.35 3.22 0.000
H 2.18 1.80 2.71 0.000
H 1.16 0.69 2.62 0.000
O 4.26 -1.41 0.12 0.000
H 4.41 -0.61 -0.38 0.000
H 3.45 -1.77 -0.24 0.000
```

***

Entry 9:
The following is a quantum chemistry calculation of an isolated ion of composition B2H5O2 and charge -1, from the Open Molecules 2025 dataset.

Properties
- Kohn-Sham gap (eV) = 7.60
- calculated total energy (a.u.) = -203.25695
- M (g mol⁻¹) = 58.66
- multiplicity = 1
- energy relative to the best compared isomer or geometry (same formula, charge and spin) (kcal per mole) = 5.2
- LUMO energy (eV) = 3.9
- net charge = -1

Geometry as XYZ:
```
9
Properties=species:S:1:pos:R:3:mulliken_charge:R:1
B 1.13 -0.04 -0.02 0.203
B -0.56 0.00 -0.20 0.105
O -1.41 -1.14 -0.27 -0.621
O -1.31 1.19 -0.41 -0.642
H 1.60 1.09 -0.18 -0.195
H 1.56 -0.78 -0.91 -0.172
H 1.48 -0.49 1.09 -0.208
H -1.36 -1.60 0.57 0.261
H -1.13 1.76 0.34 0.270
```

***

Entry 10:
The following is a quantum chemistry calculation of B3CsF12 as an isolated structure in a non-equilibrium geometry, from the Open Molecules 2025 dataset.

Properties
- Kohn-Sham gap (eV) = 9.58
- calculated total energy (a.u.) = -1293.97045
- M (g mol⁻¹) = 393.32
- multiplicity = 1
- energy relative to the best compared isomer or geometry (same formula, charge and spin) (kcal per mole) = 13.1
- LUMO energy (eV) = 4.0
- net charge = -2

Geometry as XYZ:
```
16
Properties=species:S:1:pos:R:3:mulliken_charge:R:1
Cs 1.57 -0.49 -0.26 1.157
B -0.92 -1.79 3.10 0.491
F -1.94 -2.75 2.87 -0.414
F -1.51 -0.66 3.73 -0.425
F 0.04 -2.38 3.97 -0.425
F -0.28 -1.40 1.93 -0.270
B -1.82 -0.72 -1.48 0.600
F -1.38 -0.52 -0.16 -0.366
F -0.69 -1.28 -2.16 -0.494
F -2.85 -1.68 -1.51 -0.406
F -2.18 0.49 -2.06 -0.388
B 2.37 2.65 -1.57 0.539
F 2.32 3.54 -2.65 -0.394
F 2.98 3.31 -0.47 -0.397
F 1.08 2.16 -1.38 -0.378
F 3.19 1.52 -1.90 -0.430
```

***

Please write out number 8 again, unchanged.
The following is a quantum chemistry calculation of B2CdH28O14P as an isolated structure in a non-equilibrium geometry, from the Open Molecules 2025 dataset.

Properties
- Kohn-Sham gap (spin up / spin down) (eV) = 6.15 / 5.99
- calculated total energy (a.u.) = -1628.77048
- M (g mol⁻¹) = 417.22
- multiplicity = 2
- LUMO energy (spin up / spin down) (eV) = 4.1 / 4.1
- net charge = -2

Geometry as XYZ:
```
46
Properties=species:S:1:pos:R:3:mulliken_spin:R:1
Cd -1.55 -0.86 0.04 0.011
P -2.66 -2.49 -1.61 -0.061
O -2.87 -2.19 -3.13 0.739
O -2.72 -3.99 -1.67 0.123
O -3.25 -1.66 -0.51 0.003
O -1.27 -1.89 -1.61 0.191
B 1.06 -0.55 -3.42 0.004
H 2.10 -0.28 -3.47 0.000
H 0.99 -1.61 -3.24 -0.002
H 0.56 -0.02 -2.62 -0.002
H 0.45 -0.42 -4.30 -0.001
B 0.33 0.18 0.76 -0.006
H 1.35 -0.05 1.03 0.000
H 0.14 1.23 0.67 0.000
H 0.17 -0.21 -0.23 0.000
H -0.37 -0.32 1.41 0.001
O -1.99 0.77 -1.05 0.002
H -2.14 0.91 -1.99 0.000
H -2.62 1.35 -0.62 -0.001
O -0.74 2.94 3.17 0.000
H -0.24 3.39 2.49 0.000
H -0.14 2.28 3.51 0.000
O -0.69 -2.62 1.15 0.001
H -0.48 -3.52 0.89 0.000
H -0.10 -2.44 1.88 -0.001
O -2.82 -0.30 1.74 0.000
H -2.62 -0.81 2.52 0.000
H -3.78 -0.31 1.69 0.000
O 0.13 2.39 -1.78 0.000
H 0.83 1.74 -1.89 0.000
H -0.30 2.14 -0.97 0.000
O -2.81 2.95 0.95 0.000
H -1.98 3.07 1.42 0.000
H -3.44 2.76 1.64 0.000
O 3.74 1.19 1.22 0.000
H 4.20 1.16 0.38 0.000
H 3.13 0.45 1.20 0.000
O 2.00 -1.75 -1.05 0.000
H 1.94 -1.61 -1.99 0.001
H 1.46 -1.06 -0.66 -0.001
O 1.51 1.35 3.22 0.000
H 2.18 1.80 2.71 0.000
H 1.16 0.69 2.62 0.000
O 4.26 -1.41 0.12 0.000
H 4.41 -0.61 -0.38 0.000
H 3.45 -1.77 -0.24 0.000
```